Entry 1:
The following is a quantum chemistry calculation of 7 unconnected molecules or ions with the total composition C32H76N4O8PS, from the Open Molecules 2025 dataset.

As for the total charge: +1. The total energy comes out at -76872.3286 eV.

Last column: Löwdin charge in e.
Element x y z (Å)
C  1.604  2.188  -4.965  -0.04
C  0.636  1.046  -5.337  -0.18
O  0.141  0.538  -4.082  0.01
C  -0.185  -0.755  -4.117  -0.50
O  -0.228  -1.432  -5.120  0.11
C  -0.453  -1.418  -2.765  -0.07
C  0.818  -2.185  -2.431  -0.15
C  0.642  -3.038  -1.154  -0.06
N  1.311  -4.328  -1.379  -0.06
C  0.870  -5.548  -1.581  -0.02
N  1.898  -6.380  -1.778  0.19
C  2.979  -5.643  -1.704  -0.40
N  4.219  -6.149  -1.886  -0.10
P  5.636  -5.185  -1.813  0.27
S  7.234  -6.188  -1.483  0.21
N  2.658  -4.347  -1.449  0.19
H  2.583  1.729  -4.839  0.07
H  1.344  2.634  -4.013  0.06
H  1.692  2.907  -5.770  0.07
H  1.209  0.328  -5.903  0.12
H  -0.177  1.482  -5.904  0.12
H  -1.275  -2.107  -2.916  0.13
H  -0.655  -0.695  -1.980  0.11
H  1.024  -2.852  -3.265  0.12
H  1.684  -1.540  -2.300  0.13
H  -0.401  -3.182  -0.907  0.14
H  1.097  -2.548  -0.298  0.12
H  -0.180  -5.772  -1.593  0.16
H  4.288  -7.139  -2.072  0.12
H  5.343  -4.192  -0.852  -0.02
H  5.706  -4.518  -3.049  -0.01
H  3.258  -3.548  -1.338  0.16
C  1.626  -0.368  4.654  -0.07
C  0.854  -1.391  3.840  -0.26
O  1.301  -1.512  2.493  -0.18
C  2.639  -1.918  2.308  -0.30
C  2.958  -3.289  2.882  -0.08
H  1.608  0.606  4.163  0.08
H  1.186  -0.267  5.645  0.07
H  2.672  -0.654  4.781  0.07
H  -0.189  -1.084  3.776  0.12
H  0.862  -2.369  4.333  0.11
H  3.329  -1.163  2.700  0.11
H  2.791  -1.939  1.223  0.09
H  2.864  -3.307  3.967  0.07
H  3.981  -3.577  2.633  0.07
H  2.273  -4.042  2.482  0.07
C  -0.776  3.481  -1.339  -0.07
C  -1.370  2.108  -1.082  -0.27
O  -0.731  1.388  -0.039  -0.17
C  -0.743  1.950  1.259  -0.28
C  -2.129  2.161  1.839  -0.07
H  0.297  3.405  -1.523  0.08
H  -1.252  3.943  -2.204  0.08
H  -0.916  4.149  -0.487  0.07
H  -1.232  1.485  -1.966  0.09
H  -2.448  2.177  -0.901  0.11
H  -0.170  2.883  1.277  0.11
H  -0.199  1.240  1.885  0.11
H  -2.704  2.899  1.277  0.07
H  -2.052  2.515  2.867  0.06
H  -2.698  1.230  1.833  0.08
C  0.190  3.969  5.182  -0.06
C  -0.421  2.597  5.399  -0.28
O  0.242  1.816  6.375  -0.19
C  0.276  2.360  7.684  -0.27
C  -1.096  2.588  8.293  -0.07
H  1.250  3.882  4.935  0.08
H  -0.321  4.487  4.369  0.07
H  0.109  4.594  6.071  0.07
H  -0.355  2.028  4.469  0.09
H  -1.488  2.679  5.639  0.11
H  0.864  3.284  7.698  0.11
H  0.823  1.636  8.289  0.12
H  -1.665  3.341  7.744  0.06
H  -0.999  2.932  9.322  0.08
H  -1.676  1.664  8.285  0.08
C  -0.753  -12.335  0.035  -0.08
C  -1.519  -11.195  -0.613  -0.28
O  -1.184  -9.914  -0.102  -0.16
C  0.161  -9.516  -0.252  -0.29
C  0.627  -9.437  -1.697  -0.09
H  -0.883  -12.316  1.118  0.08
H  -1.111  -13.291  -0.345  0.08
H  0.317  -12.276  -0.169  0.07
H  -2.583  -11.319  -0.417  0.12
H  -1.398  -11.215  -1.701  0.11
H  0.822  -10.167  0.332  0.11
H  0.226  -8.524  0.201  0.11
H  0.621  -10.414  -2.182  0.07
H  1.642  -9.048  -1.744  0.05
H  -0.027  -8.781  -2.274  0.07
C  -2.502  4.362  -8.572  -0.08
C  -1.270  4.661  -7.735  -0.28
O  -0.101  3.986  -8.168  -0.18
C  0.327  4.282  -9.487  -0.28
C  0.665  5.746  -9.713  -0.08
H  -2.682  3.287  -8.617  0.08
H  -3.377  4.849  -8.141  0.08
H  -2.394  4.721  -9.596  0.07
H  -1.442  4.323  -6.712  0.11
H  -1.089  5.739  -7.680  0.11
H  -0.415  3.939  -10.215  0.11
H  1.221  3.679  -9.649  0.12
H  -0.209  6.388  -9.605  0.07
H  1.061  5.890  -10.718  0.08
H  1.412  6.081  -8.991  0.08
C  -2.907  9.126  5.945  -0.08
C  -2.097  8.105  5.164  -0.28
O  -2.180  6.789  5.680  -0.17
C  -3.469  6.208  5.711  -0.28
C  -4.121  6.077  4.345  -0.08
H  -2.622  9.115  6.998  0.08
H  -2.739  10.126  5.545  0.08
H  -3.978  8.922  5.892  0.07
H  -1.042  8.374  5.212  0.12
H  -2.375  8.118  4.104  0.11
H  -4.120  6.757  6.400  0.11
H  -3.334  5.214  6.140  0.11
H  -4.316  7.050  3.892  0.07
H  -5.073  5.553  4.429  0.08
H  -3.473  5.521  3.664  0.07



Entry 2:
The following is a quantum chemistry calculation of a molecular structure, C32H78AsF15N5O11, from the Open Molecules 2025 dataset.

The multiplicity is 2. The expectation value of S² is 0.7506. The total energy comes out at -166011.3832 eV.

Last column: Löwdin spin population.
Element x y z (Å)
C  1.623  0.053  5.021  0.07
C  0.215  0.212  4.476  0.03
C  -0.526  -1.177  4.388  0.01
O  -1.815  -1.100  3.796  0.00
C  -2.584  -2.367  3.810  0.00
N  -0.624  1.117  5.414  0.08
H  -0.651  0.755  6.357  0.03
H  -0.298  2.073  5.402  0.14
H  -1.601  1.233  5.186  0.01
H  2.081  1.031  5.168  0.06
H  2.107  -0.600  4.294  0.00
H  1.672  -0.464  5.979  0.01
H  0.185  0.785  3.549  0.01
H  -0.571  -1.584  5.398  0.00
H  -0.011  -1.955  3.825  0.00
H  -2.076  -3.059  3.137  0.00
H  -3.623  -2.276  3.492  0.00
H  -2.581  -2.772  4.822  0.00
C  4.924  2.454  3.616  0.01
C  4.210  3.712  4.106  0.08
C  5.077  4.893  3.729  0.02
O  5.123  5.217  2.325  0.01
C  5.716  6.496  1.974  0.00
N  2.848  3.795  3.382  0.08
H  2.082  3.891  4.034  0.16
H  2.778  4.590  2.763  0.01
H  2.643  2.971  2.835  0.01
H  4.941  2.307  2.536  0.00
H  4.546  1.508  4.004  0.01
H  5.937  2.412  4.017  0.00
H  4.040  3.743  5.182  0.07
H  6.132  4.701  3.924  0.00
H  4.804  5.844  4.188  0.01
H  6.605  6.693  2.574  0.00
H  5.106  7.389  2.113  0.00
H  5.885  6.565  0.900  0.00
C  -4.355  2.637  -2.015  0.00
C  -3.420  3.087  -3.235  0.00
C  -2.065  3.617  -2.685  0.00
O  -1.169  3.996  -3.709  0.00
C  0.042  4.427  -3.107  0.00
N  -3.061  1.925  -4.170  0.00
H  -3.187  2.211  -5.130  0.00
H  -2.125  1.548  -4.135  0.00
H  -3.604  1.074  -4.176  0.00
H  -4.721  3.533  -1.513  0.00
H  -3.871  2.125  -1.184  0.00
H  -5.265  2.126  -2.329  0.00
H  -3.982  3.818  -3.815  0.00
H  -1.611  2.781  -2.153  0.00
H  -2.282  4.492  -2.072  0.00
H  0.625  4.985  -3.839  0.00
H  0.684  3.686  -2.631  0.00
H  -0.215  5.178  -2.360  0.00
C  -5.308  -6.474  -2.045  0.00
C  -4.707  -5.097  -1.722  0.00
C  -3.348  -4.917  -2.423  0.00
O  -2.857  -3.616  -2.056  0.00
C  -1.490  -3.386  -2.490  0.00
N  -5.636  -3.931  -2.051  0.00
H  -5.194  -3.045  -1.850  0.00
H  -5.693  -3.968  -3.059  0.00
H  -6.547  -3.900  -1.616  0.00
H  -4.427  -7.101  -1.903  0.00
H  -5.778  -6.563  -3.024  0.00
H  -6.018  -6.892  -1.331  0.00
H  -4.708  -4.891  -0.652  0.00
H  -3.452  -5.092  -3.494  0.00
H  -2.647  -5.685  -2.096  0.00
H  -1.185  -2.411  -2.112  0.00
H  -1.379  -3.303  -3.571  0.00
H  -0.821  -4.189  -2.180  0.00
C  3.323  1.012  -2.656  0.00
C  4.494  1.004  -1.656  0.00
C  5.030  2.347  -1.159  0.00
O  5.878  2.202  -0.045  0.00
C  6.784  3.248  0.249  0.00
N  3.923  0.226  -0.384  0.00
H  3.795  -0.767  -0.521  0.00
H  4.543  0.272  0.412  0.00
H  3.037  0.576  -0.047  0.00
H  2.881  0.029  -2.815  0.00
H  3.599  1.405  -3.635  0.00
H  2.584  1.732  -2.306  0.00
H  5.305  0.338  -1.950  0.00
H  4.121  2.928  -1.001  0.00
H  5.530  2.856  -1.983  0.00
H  7.517  3.417  -0.540  0.00
H  7.222  3.087  1.234  0.00
H  6.327  4.231  0.359  0.00
As  0.282  0.230  -5.578  0.00
F  0.065  1.128  -3.957  0.00
F  -0.182  1.714  -6.511  0.00
F  0.291  -0.726  -7.106  0.00
F  0.722  -1.332  -4.745  0.00
F  -1.483  -0.159  -5.507  0.00
F  2.043  0.681  -5.759  0.00
C  0.844  1.985  0.766  0.00
O  0.861  1.342  -0.489  0.00
O  1.925  1.536  1.517  0.01
C  0.608  3.464  0.472  0.00
F  0.423  4.214  1.586  0.03
F  1.736  4.078  -0.051  0.00
F  -0.463  3.667  -0.304  0.00
C  0.024  0.141  -0.728  0.00
C  0.192  -1.092  0.248  0.00
H  1.228  -1.186  0.574  0.00
H  -0.388  -0.891  1.149  0.00
H  -0.189  -2.014  -0.190  0.00
H  0.262  -0.216  -1.730  0.00
H  -1.024  0.443  -0.711  0.00
H  -0.091  1.725  1.262  0.00
C  -4.358  2.066  1.928  0.00
O  -4.499  0.737  1.754  0.00
O  -5.709  2.493  1.989  0.00
C  -3.244  2.278  3.020  0.00
F  -1.997  1.941  2.759  0.01
F  -3.327  3.641  3.161  0.01
F  -3.501  1.781  4.217  0.01
C  -3.525  -0.023  0.989  0.00
C  -4.233  -1.368  0.708  0.00
H  -4.536  -1.736  1.688  0.00
H  -5.119  -1.332  0.076  0.00
H  -3.633  -2.131  0.212  0.00
H  -2.538  -0.093  1.446  0.00
H  -3.346  0.456  0.026  0.00
H  -3.997  2.524  1.007  0.00
C  0.364  -8.075  -1.675  0.00
O  -0.038  -6.876  -0.983  0.00
O  0.408  -9.105  -0.736  0.00
C  -0.622  -8.184  -2.911  0.00
F  -0.411  -7.286  -3.824  0.00
F  -0.498  -9.422  -3.340  0.00
F  -1.891  -8.037  -2.518  0.00
C  1.042  -5.963  -0.696  0.00
C  0.455  -4.987  0.330  0.00
H  0.325  -5.464  1.302  0.00
H  1.180  -4.199  0.532  0.00
H  -0.478  -4.522  0.013  0.00
H  1.366  -5.452  -1.602  0.00
H  1.915  -6.430  -0.239  0.00
H  1.325  -7.983  -2.180  0.00



Entry 3:
The following is a quantum chemistry calculation of 6 unconnected molecules or ions with the total composition C32H79Cl2N5, from the Open Molecules 2025 dataset.

The structure (SMILES) is CCN(CC)CC.CCN(CC)CC.CCN(CC)CC.CCN(CC)CC.CCN(CC)CC.ClCCCl. The total energy comes out at -66957.2104 eV.

Last column: Löwdin charge in e.
Element x y z (Å)
C  -4.700  -4.223  1.238  -0.10
C  -5.097  -4.801  -0.086  -0.29
N  -3.992  -5.303  -0.898  -0.18
C  -3.372  -6.411  -0.281  -0.31
C  -1.989  -6.131  0.245  -0.09
C  -4.471  -5.465  -2.338  -0.24
C  -4.646  -4.162  -3.067  -0.10
H  -4.542  -5.008  1.992  0.07
H  -5.647  -3.769  1.657  0.09
H  -3.881  -3.506  1.122  0.05
H  -5.816  -5.650  0.045  0.13
H  -5.500  -3.930  -0.606  0.10
H  -3.971  -6.844  0.566  0.12
H  -3.340  -7.258  -1.017  0.12
H  -1.340  -5.796  -0.554  0.04
H  -2.046  -5.253  0.931  0.06
H  -1.499  -7.014  0.709  0.09
H  -5.375  -6.078  -2.446  0.11
H  -3.742  -6.012  -2.965  0.12
H  -5.356  -3.478  -2.607  0.06
H  -4.941  -4.468  -4.042  0.06
H  -3.648  -3.668  -3.107  0.07
C  -2.219  6.399  -0.944  -0.07
C  -2.928  5.410  0.037  -0.24
N  -2.085  4.329  0.421  -0.20
C  -2.728  3.241  1.147  -0.24
C  -1.932  1.933  0.947  -0.09
C  -0.792  4.715  1.020  -0.23
C  -0.760  5.350  2.416  -0.07
H  -1.572  7.094  -0.488  0.05
H  -2.990  6.953  -1.445  0.06
H  -1.697  5.788  -1.688  0.06
H  -3.068  6.003  0.936  0.10
H  -3.912  5.021  -0.279  0.12
H  -2.843  3.431  2.234  0.11
H  -3.717  3.090  0.756  0.10
H  -1.763  1.788  -0.152  0.08
H  -0.936  1.928  1.415  0.05
H  -2.492  1.128  1.444  0.07
H  -0.379  5.477  0.304  0.10
H  -0.117  3.904  1.040  0.06
H  0.210  5.494  2.829  0.03
H  -1.351  4.761  3.150  0.07
H  -1.223  6.392  2.466  0.09
C  3.924  1.121  -1.809  -0.07
C  2.551  1.417  -2.331  -0.24
N  2.295  2.867  -2.347  -0.17
C  1.121  3.316  -3.097  -0.23
C  -0.258  3.052  -2.473  -0.07
C  2.334  3.460  -0.996  -0.24
C  2.439  5.043  -1.026  -0.06
H  4.223  0.120  -1.893  0.04
H  4.017  1.302  -0.803  0.03
H  4.561  1.802  -2.308  0.08
H  2.376  0.975  -3.334  0.13
H  1.796  0.912  -1.777  0.08
H  1.217  4.412  -3.211  0.10
H  1.183  2.895  -4.069  0.10
H  -0.216  3.196  -1.399  0.03
H  -0.990  3.734  -2.936  0.08
H  -0.704  2.114  -2.639  0.04
H  3.148  3.164  -0.364  0.07
H  1.409  3.232  -0.408  0.09
H  2.480  5.482  -0.087  0.02
H  1.440  5.422  -1.433  0.07
H  3.276  5.274  -1.758  0.10
C  2.367  -1.645  -0.291  -0.07
C  3.332  -2.525  -1.161  -0.22
N  2.676  -3.823  -1.435  -0.21
C  2.713  -4.735  -0.336  -0.28
C  1.607  -5.841  -0.450  -0.06
C  2.840  -4.389  -2.789  -0.25
C  1.626  -4.013  -3.657  -0.09
H  1.638  -1.165  -0.979  0.06
H  3.010  -0.810  0.087  0.06
H  1.815  -2.214  0.477  0.05
H  3.555  -2.011  -2.084  0.09
H  4.334  -2.771  -0.677  0.13
H  2.448  -4.192  0.569  0.10
H  3.622  -5.252  -0.006  0.11
H  0.638  -5.310  -0.560  0.05
H  1.671  -6.502  0.369  0.05
H  1.806  -6.365  -1.428  0.07
H  3.850  -4.044  -3.211  0.13
H  2.831  -5.490  -2.786  0.09
H  1.518  -2.940  -3.790  0.06
H  1.734  -4.427  -4.692  0.08
H  0.761  -4.483  -3.201  0.06
C  -0.340  1.551  4.156  -0.06
C  1.084  1.264  3.705  -0.25
N  1.717  2.396  2.979  -0.16
C  2.054  3.480  3.910  -0.26
C  2.812  4.613  3.193  -0.08
C  2.842  1.825  2.205  -0.27
C  3.902  1.098  3.016  -0.07
H  -0.765  0.823  4.868  0.09
H  -1.025  1.581  3.356  0.02
H  -0.310  2.535  4.583  0.05
H  1.666  1.085  4.650  0.12
H  1.188  0.424  3.097  0.08
H  1.088  3.778  4.313  0.08
H  2.597  3.165  4.825  0.12
H  2.894  5.447  3.890  0.07
H  3.864  4.321  2.886  0.09
H  2.316  4.861  2.274  0.04
H  3.305  2.599  1.693  0.05
H  2.405  1.186  1.407  0.11
H  4.552  1.712  3.667  0.08
H  4.524  0.573  2.314  0.06
H  3.396  0.307  3.610  0.07
Cl  -1.630  -1.382  -2.277  0.60
C  -1.720  -1.266  -0.531  -0.71
C  -1.219  -2.621  -0.056  -0.63
Cl  -1.106  -2.375  1.738  0.54
H  -2.745  -1.042  -0.220  0.08
H  -1.079  -0.527  -0.111  0.03
H  -0.200  -2.723  -0.375  0.02
H  -1.870  -3.456  -0.296  0.04